{
  "formula": "C16H20AuN6O3",
  "method": "ωB97M-V/def2-TZVPD",
  "species": ["Au", "O", "N", "N", "O", "C", "C", "C", "C", "C", "C", "H", "H", "H", "H", "H", "N", "C", "C", "N", "C", "C", "N", "C", "C", "N", "H", "H", "H", "H", "H", "H", "C", "C", "C", "C", "O", "H", "H", "H", "H", "H", "H", "H", "H", "H"],
  "xyz": [[0.02, 0.68, -0.64], [-1.55, -0.24, -1.74], [-1.28, -1.43, -2.16], [-0.15, -1.90, -1.85], [0.77, -1.24, -1.17], [0.18, -3.23, -2.29], [-0.78, -4.02, -2.90], [-0.42, -5.30, -3.32], [0.87, -5.76, -3.11], [1.81, -4.96, -2.49], [1.48, -3.68, -2.07], [-1.78, -3.65, -3.06], [-1.16, -5.92, -3.80], [1.14, -6.76, -3.44], [2.82, -5.32, -2.34], [2.20, -3.04, -1.59], [2.96, 1.29, 2.46], [3.65, 2.02, 1.52], [2.91, 1.97, 0.39], [1.79, 1.23, 0.62], [1.83, 0.83, 1.88], [0.78, 0.04, 2.49], [-0.30, -0.28, 1.82], [-1.08, -1.01, 2.67], [-0.46, -1.13, 3.88], [0.73, -0.46, 3.75], [3.25, 1.15, 3.41], [4.59, 2.49, 1.75], [3.11, 2.41, -0.58], [-2.04, -1.41, 2.37], [-0.74, -1.62, 4.79], [1.43, -0.37, 4.47], [-1.89, 4.57, -0.96], [-1.62, 3.30, -0.15], [-2.77, 2.30, -0.20], [-1.26, 3.66, 1.32], [-0.42, 2.75, -0.61], [-2.75, 5.09, -0.54], [-2.11, 4.31, -1.99], [-1.03, 5.23, -0.93], [-3.68, 2.78, 0.14], [-2.57, 1.44, 0.44], [-2.92, 1.95, -1.22], [-2.11, 4.19, 1.74], [-0.38, 4.30, 1.36], [-1.09, 2.75, 1.90]],
  "lowdin_spin": [0.64, 0.13, 0.02, 0.01, 0.11, 0.00, 0.00, 0.00, 0.00, 0.00, 0.00, 0.00, 0.00, 0.00, 0.00, 0.00, 0.00, 0.00, 0.00, 0.07, 0.00, 0.00, 0.00, 0.00, 0.00, 0.00, 0.00, 0.00, 0.00, 0.00, 0.00, 0.00, 0.03, 0.07, 0.00, 0.08, 0.80, 0.00, 0.00, 0.00, 0.00, 0.00, 0.00, 0.01, 0.00, 0.00],
  "total_charge": 1,
  "spin_multiplicity": 3,
  "energy_ha": -1311.23989,
  "gap_ha": [0.325, 0.212]
}